Density functional theory data (the ωB97M-V functional and the def2-TZVPD basis) for a structure of composition C50H68N8PSc.

```
128
Properties=species:S:1:pos:R:3:nbo_charge:R:1
Sc 0.260 0.753 -0.219 1.780
N 3.751 3.649 0.806 -0.531
C 2.843 2.920 0.166 0.366
N 1.782 2.399 0.716 -0.627
C 1.528 2.678 2.054 0.424
N 0.381 2.391 2.583 -0.329
N -0.452 1.838 1.611 -0.363
C -1.701 2.049 1.760 0.144
C -2.617 1.506 0.745 0.122
C -3.972 1.779 0.787 -0.155
C -4.772 1.319 -0.255 -0.127
C -4.183 0.616 -1.288 -0.234
C -2.814 0.372 -1.244 0.113
N -2.044 0.793 -0.249 -0.546
C 2.558 3.340 2.850 -0.168
C 2.449 3.519 4.234 -0.131
C 3.436 4.193 4.917 -0.195
C 4.541 4.710 4.232 -0.138
C 4.667 4.548 2.869 -0.253
C 3.669 3.855 2.190 0.235
H 4.516 4.048 0.282 0.437
H 3.000 2.762 -0.896 0.230
H -2.079 2.672 2.567 0.231
H -4.386 2.351 1.605 0.239
H -5.834 1.521 -0.259 0.247
H -4.762 0.255 -2.126 0.250
H -2.329 -0.180 -2.037 0.219
H 1.580 3.132 4.745 0.246
H 3.355 4.332 5.985 0.242
H 5.305 5.247 4.776 0.242
H 5.519 4.949 2.337 0.234
N 0.297 -1.108 -1.639 -0.963
C 1.577 -1.846 -1.759 -0.245
C 2.712 -1.015 -1.185 -0.225
N 2.331 -0.419 0.115 -0.681
C 2.324 -1.362 1.257 -0.227
C 0.983 -2.053 1.435 -0.230
N -0.104 -1.063 1.405 -0.892
H -0.001 -0.778 -2.554 0.409
H -0.464 -1.729 -1.328 0.430
H 1.481 -2.799 -1.243 0.212
H 1.793 -2.087 -2.802 0.232
H 3.622 -1.618 -1.093 0.216
H 2.930 -0.182 -1.860 0.218
H 3.018 0.295 0.328 0.394
H 3.118 -2.108 1.147 0.217
H 2.552 -0.782 2.155 0.217
H 0.797 -2.773 0.641 0.203
H 0.996 -2.621 2.372 0.219
H -0.990 -1.530 1.223 0.411
H -0.203 -0.629 2.321 0.392
C -5.748 -3.799 -3.722 -0.410
C -4.326 -3.666 -4.289 -0.392
C -3.361 -3.075 -3.256 -0.396
C -3.703 -3.601 -1.853 -0.531
C -5.055 -2.976 -1.441 -0.399
C -5.987 -2.751 -2.644 -0.402
P -2.323 -3.237 -0.677 0.840
C -1.154 -4.663 -0.910 -0.506
C -0.549 -4.711 -2.320 -0.406
C 0.688 -5.624 -2.360 -0.400
C 0.573 -6.790 -1.372 -0.403
C -0.885 -7.194 -1.217 -0.406
C -1.680 -6.067 -0.540 -0.400
C -2.904 -3.458 1.073 -0.524
C -3.808 -4.665 1.432 -0.399
C -4.686 -4.386 2.657 -0.406
C -3.896 -3.598 3.693 -0.404
C -3.585 -2.190 3.164 -0.400
C -3.527 -2.166 1.633 -0.407
H -5.896 -4.792 -3.291 0.202
H -6.482 -3.705 -4.521 0.228
H -4.335 -3.034 -5.179 0.214
H -3.958 -4.642 -4.609 0.210
H -3.449 -1.985 -3.240 0.180
H -2.331 -3.291 -3.542 0.214
H -3.807 -4.690 -1.924 0.223
H -4.881 -2.022 -0.938 0.194
H -5.560 -3.614 -0.716 0.215
H -5.832 -1.757 -3.073 0.183
H -7.023 -2.774 -2.304 0.227
H -0.326 -4.424 -0.224 0.202
H -0.290 -3.713 -2.685 0.193
H -1.306 -5.089 -3.011 0.211
H 1.590 -5.044 -2.148 0.189
H 0.809 -6.011 -3.373 0.221
H 0.967 -6.502 -0.391 0.188
H 1.183 -7.628 -1.708 0.230
H -0.980 -8.109 -0.632 0.228
H -1.306 -7.416 -2.200 0.202
H -1.621 -6.192 0.542 0.205
H -2.736 -6.154 -0.804 0.207
H -1.946 -3.597 1.602 0.212
H -3.181 -5.529 1.649 0.214
H -4.427 -4.949 0.582 0.208
H -5.035 -5.332 3.072 0.230
H -5.583 -3.830 2.373 0.197
H -2.967 -4.135 3.906 0.195
H -4.433 -3.536 4.639 0.229
H -2.637 -1.835 3.582 0.189
H -4.351 -1.490 3.503 0.214
H -2.984 -1.284 1.284 0.188
H -4.536 -2.060 1.232 0.214
C 1.538 3.982 -6.699 -0.195
C 0.431 4.290 -5.920 -0.187
C 0.184 3.594 -4.749 -0.221
C 1.043 2.573 -4.341 -0.031
C 2.133 2.256 -5.148 -0.214
C 2.389 2.959 -6.313 -0.207
C 0.823 1.790 -3.107 -0.226
C 0.273 2.140 -1.929 -0.515
C -0.193 3.535 -1.696 -0.074
C -1.538 3.818 -1.449 -0.238
C -1.964 5.111 -1.180 -0.188
C -1.051 6.153 -1.137 -0.222
C 0.290 5.891 -1.390 -0.182
C 0.710 4.602 -1.667 -0.234
H 1.727 4.530 -7.612 0.227
H -0.244 5.076 -6.229 0.223
H -0.685 3.842 -4.157 0.220
H 2.793 1.446 -4.857 0.198
H 3.245 2.707 -6.922 0.224
H 1.227 0.777 -3.202 0.161
H -2.273 3.025 -1.523 0.198
H -3.016 5.307 -1.020 0.218
H -1.381 7.160 -0.929 0.228
H 1.005 6.702 -1.395 0.222
H 1.748 4.422 -1.920 0.200
```

Net charge: +2
Maximum force, eV/A: 0.80
DFT total energy, eV: -94855.8276